# C3H4N4O

One molecule with the formula C3H4N4O at a distorted geometry (wB97M-V/def2-TZVPD, the OMol25 dataset).

Output
electronic energy = -410.7559 a.u.
lowest unoccupied orbital energy = -1.050 eV
energy above the lowest of the compared OMol25 structures with the same formula, charge and spin = 155.2 kcal/mol
F_max = 0.1766 Eh/bohr
HOMO energy = -0.33235 Ha
SMILES = N/N=c1\nccno1
Kohn-Sham gap = 7.99 eV

```
12
Properties=species:S:1:pos:R:3:lowdin_charge:R:1
N 1.720 -1.480 -1.025 0.01
N 0.509 -0.764 -1.792 0.09
C -0.080 -0.246 -0.758 -0.37
N 0.008 -0.597 0.636 0.13
C -0.557 0.273 1.357 -0.11
C -1.290 1.480 0.918 -0.20
N -1.369 1.838 -0.209 0.11
O -0.553 1.089 -1.267 -0.03
H 1.820 -2.171 -1.810 0.07
H 1.458 -1.908 -0.198 -0.01
H -0.226 0.132 2.460 0.14
H -1.441 2.355 1.687 0.16
```

# C5H13NSi

One molecule with the formula C5H13NSi at a distorted geometry (wB97M-V/def2-TZVPD, the OMol25 dataset).

Output
electronic energy = -542.4281 a.u.
lowest unoccupied orbital energy (spin up / spin down) = 0.118 / -0.952 eV
energy above the lowest of the compared OMol25 structures with the same formula, charge and spin = 88.6 kcal/mol
F_max = 0.0793 Eh/bohr
HOMO energy (spin up / spin down) = -0.33655 / -0.29787 Ha
Kohn-Sham gap (spin up / spin down) = 9.28 / 7.15 eV

```
20
Properties=species:S:1:pos:R:3:lowdin_charge:R:1
C 0.652 -1.532 0.064 -0.13
C 1.895 -1.369 0.775 -0.21
C 1.137 2.101 -0.143 -0.23
C -1.653 0.265 1.334 -0.18
C -1.724 -0.544 -1.744 -0.20
N 0.341 1.241 -0.903 -0.10
Si -0.611 -0.005 -0.296 0.46
H 0.652 -2.268 -0.715 0.03
H 1.581 -1.051 1.828 0.10
H 2.542 -2.244 0.945 0.08
H 2.534 -0.620 0.452 0.02
H 0.797 2.469 0.785 0.05
H 2.204 1.609 0.049 0.12
H 1.402 2.858 -0.892 0.07
H -1.343 -0.222 2.213 -0.02
H -1.853 1.360 1.565 0.04
H -2.648 -0.204 1.026 0.03
H -2.779 -0.715 -1.473 0.01
H -1.724 0.290 -2.556 0.05
H -1.402 -1.419 -2.312 0.01
```

# C52H39IN7O7S2V

C52H39IN7O7S2V as an isolated structure at a distorted geometry (wB97M-V/def2-TZVPD, the OMol25 dataset).

Output
electronic energy = -4952.6469 a.u.
2S+1 = 4
lowest unoccupied orbital energy (spin up / spin down) = -4.459 / -6.045 eV
energy above the lowest of the compared OMol25 structures with the same formula, charge and spin = 123.2 kcal/mol
charge = +1
F_max = 0.0904 Eh/bohr
HOMO energy (spin up / spin down) = -0.31756 / -0.33514 Ha
Kohn-Sham gap (spin up / spin down) = 4.18 / 3.07 eV

```
109
Properties=species:S:1:pos:R:3:lowdin_charge:R:1
V 0.253 -0.564 -1.448 1.15
O 6.263 -1.614 2.879 -0.02
C 5.680 -0.533 3.010 -0.71
O 5.799 0.495 3.679 0.00
C 4.383 -0.440 2.063 -0.08
C 3.125 -0.352 2.608 0.04
C 2.023 -0.196 1.750 -0.22
N 2.178 -0.223 0.403 0.13
C 3.406 -0.309 -0.111 -0.21
C 4.544 -0.385 0.686 0.06
C 3.521 -0.313 -1.586 -0.21
C 4.698 -0.690 -2.226 0.00
C 4.750 -0.677 -3.609 -0.03
C 3.634 -0.268 -4.321 -0.03
C 2.502 0.081 -3.609 -0.12
N 2.434 0.046 -2.277 0.06
C 0.731 0.192 2.268 -0.22
C 0.446 0.725 3.517 -0.01
C -0.616 1.581 3.873 0.00
C -1.546 2.518 3.286 -0.11
C -0.354 1.555 0.959 -0.12
N -0.337 0.374 1.388 0.13
H 2.976 -0.365 3.680 0.13
H 5.538 -0.397 0.262 0.12
H 5.562 -1.001 -1.658 0.12
H 5.654 -0.977 -4.122 0.12
H 3.632 -0.238 -5.401 0.11
H 1.604 0.394 -4.126 0.11
H 1.098 0.456 4.340 0.11
H -0.702 1.633 4.954 0.10
H -2.810 3.432 1.877 0.14
H 0.512 2.217 1.047 0.17
S 1.068 -5.741 3.879 1.05
C 2.581 -5.602 4.661 -0.38
C 3.300 -4.539 4.206 -0.14
C 2.619 -3.819 3.202 -0.11
C 1.384 -4.342 2.904 -0.52
C 0.420 -3.847 1.941 -0.18
C 0.837 -2.891 0.983 -0.06
N 0.023 -2.323 0.131 0.11
C -1.268 -2.701 0.143 -0.14
C -1.779 -3.719 0.957 -0.11
C -3.151 -4.103 0.778 0.03
C -3.935 -3.513 -0.170 0.00
C -3.443 -2.465 -0.989 -0.09
C -4.204 -1.779 -1.967 0.07
C -3.632 -0.839 -2.783 -0.11
C -2.152 -0.557 -2.642 -0.31
N -1.580 -0.984 -1.394 0.01
C -2.108 -2.032 -0.779 -0.11
C -4.374 -0.003 -3.680 -0.45
C -5.735 0.232 -3.694 -0.08
C -6.123 1.172 -4.662 -0.15
C -5.064 1.647 -5.384 -0.36
S -3.581 0.960 -4.891 1.11
C -0.899 -4.279 1.892 0.06
H 2.854 -6.315 5.422 0.08
H 4.281 -4.270 4.570 0.12
H 3.030 -2.935 2.733 0.10
H 1.880 -2.615 0.926 0.11
H -3.550 -4.891 1.403 0.13
H -4.959 -3.835 -0.307 0.13
H -5.261 -1.999 -2.045 0.13
H -2.001 0.520 -2.754 0.11
H -6.422 -0.224 -2.995 0.12
H -7.143 1.491 -4.821 0.12
H -5.076 2.363 -6.189 0.08
H -1.249 -5.042 2.577 0.11
O 0.000 -1.098 -3.118 -0.23
O -1.331 -1.201 -3.623 -0.03
C 1.112 5.483 1.591 -0.04
O 0.232 4.391 1.345 -0.08
C -0.977 4.423 1.926 -0.25
C -1.548 5.503 2.515 -0.03
C -2.723 5.421 3.317 -0.07
C -3.108 4.340 4.074 -0.09
C -2.396 3.127 4.215 -0.05
C -1.759 3.143 1.885 -0.14
N -2.832 1.454 0.598 0.14
C -1.615 2.250 0.616 -0.37
C -1.443 2.913 -0.741 -0.06
C -2.100 4.075 -1.107 0.01
C -1.983 4.591 -2.389 -0.05
C -1.200 3.940 -3.330 -0.06
C -0.537 2.774 -2.998 0.00
C -0.657 2.238 -1.715 -0.22
O -0.023 1.060 -1.443 -0.20
H 2.093 5.168 1.247 0.10
H 1.155 5.714 2.657 0.11
H 0.797 6.371 1.040 0.10
H -1.105 6.485 2.394 0.11
H -3.267 6.346 3.465 0.11
H -3.921 4.494 4.774 0.11
H -2.492 2.648 5.184 0.11
H -2.836 0.823 1.396 0.10
H -2.886 0.893 -0.232 0.06
H -2.719 4.577 -0.374 0.13
H -2.504 5.501 -2.655 0.11
H -1.111 4.338 -4.332 0.11
H 0.072 2.248 -3.723 0.12
N 2.555 -4.147 -3.242 0.19
C 2.668 -3.537 -2.048 -0.64
O 1.969 -2.589 -1.718 -0.02
C 3.740 -4.081 -1.131 -0.52
I 3.005 -5.858 -0.175 0.91
H 1.815 -3.862 -3.861 0.12
H 3.078 -4.974 -3.470 0.11
H 3.966 -3.367 -0.345 0.05
H 4.644 -4.358 -1.664 0.06
```

# C28H51BCl14N3O4

A 8-piece molecular cluster, C28H51BCl14N3O4 overall at a distorted geometry (wB97M-V/def2-TZVPD, the OMol25 dataset).

Output
electronic energy = -8030.2114 a.u.
lowest unoccupied orbital energy = 1.946 eV
charge = -1
F_max = 0.0464 Eh/bohr
HOMO energy = -0.18803 Ha
Kohn-Sham gap = 7.06 eV

```
101
Properties=species:S:1:pos:R:3:lowdin_charge:R:1
C -3.209 -3.622 -0.267 -0.10
C -2.216 -4.552 -0.976 -0.24
N -1.279 -3.849 -1.872 -0.03
C -1.975 -3.006 -2.879 -0.18
C -2.128 -1.522 -2.520 -0.10
B -0.756 -0.584 -2.509 -0.58
C -1.119 0.778 -3.374 -0.20
O -2.254 1.458 -2.813 -0.21
C -2.161 2.869 -2.875 -0.14
C 0.566 -1.222 -3.256 -0.10
O 1.472 -1.889 -2.309 -0.11
N 2.714 -1.895 -2.856 -0.09
O 3.410 -2.726 -2.374 0.00
C -0.331 -0.115 -0.990 -0.08
C 0.086 1.191 -0.681 -0.02
C 0.459 1.440 0.638 -0.18
C 0.396 0.494 1.671 -0.25
N -0.022 -0.745 1.373 0.05
C -0.330 -0.992 0.097 -0.13
C -0.432 -4.773 -2.514 -0.48
C -0.449 -6.259 -2.140 -0.01
O 0.365 -4.435 -3.360 0.05
H -3.987 -3.257 -0.945 0.07
H -2.693 -2.750 0.139 0.06
H -3.742 -4.158 0.523 0.00
H -2.830 -5.280 -1.530 0.11
H -1.659 -5.045 -0.177 0.11
H -2.999 -3.421 -2.966 0.11
H -1.546 -3.129 -3.874 0.11
H -2.806 -1.104 -3.281 0.10
H -2.637 -1.365 -1.563 0.08
H -0.237 1.434 -3.460 0.08
H -1.355 0.463 -4.411 0.11
H -3.165 3.256 -3.088 0.07
H -1.908 3.237 -1.868 0.06
H -1.431 3.203 -3.618 0.08
H 0.362 -1.860 -4.122 0.09
H 1.151 -0.371 -3.639 0.09
H 0.146 1.963 -1.439 0.10
H 0.788 2.448 0.867 0.00
H 0.677 0.723 2.683 0.03
H -0.621 -2.021 -0.124 0.09
H -1.427 -6.716 -2.291 0.07
H -0.212 -6.317 -1.070 0.08
H 0.354 -6.763 -2.672 0.08
Cl -5.327 -4.129 2.861 0.56
C -6.468 -5.495 2.851 -0.66
C -5.961 -6.659 2.037 -0.66
Cl -5.918 -6.296 0.294 0.56
H -7.422 -5.131 2.476 0.07
H -6.602 -5.803 3.887 0.07
H -6.625 -7.512 2.167 0.07
H -4.959 -6.952 2.344 0.07
Cl 4.636 0.046 3.851 0.54
C 5.010 1.554 2.970 -0.70
C 3.960 2.610 3.193 -0.62
Cl 2.429 2.155 2.401 0.69
H 5.110 1.310 1.914 0.06
H 5.976 1.899 3.333 0.00
H 4.277 3.556 2.752 0.05
H 3.779 2.775 4.253 0.07
Cl -7.305 -0.662 2.362 0.55
C -7.453 0.099 3.962 -0.67
C -7.132 -0.866 5.076 -0.66
Cl -8.364 -2.148 5.234 0.52
H -8.461 0.497 4.056 0.06
H -6.751 0.931 3.985 0.07
H -7.105 -0.335 6.026 0.07
H -6.168 -1.345 4.921 0.06
Cl 2.640 4.760 0.510 0.58
C 1.784 6.300 0.262 -0.67
C 1.950 7.235 1.433 -0.66
Cl 1.109 6.646 2.893 0.53
H 0.735 6.076 0.086 -0.03
H 2.200 6.759 -0.634 0.07
H 1.520 8.206 1.190 0.07
H 2.999 7.375 1.685 0.06
Cl -1.682 6.121 0.063 0.60
C -3.066 6.059 1.185 -0.64
C -3.701 4.692 1.239 -0.66
Cl -4.538 4.282 -0.276 0.56
H -3.782 6.818 0.879 0.06
H -2.682 6.325 2.170 0.07
H -4.448 4.669 2.030 0.07
H -2.964 3.916 1.438 0.07
Cl 8.132 2.344 2.154 0.58
C 8.247 0.925 1.073 -0.70
C 9.551 0.190 1.229 -0.66
Cl 10.938 1.135 0.622 0.53
H 8.102 1.271 0.056 0.00
H 7.419 0.265 1.331 0.06
H 9.519 -0.733 0.653 0.07
H 9.746 -0.060 2.270 0.07
Cl 7.582 2.554 -2.946 0.54
C 7.204 1.008 -3.755 -0.66
C 6.216 0.184 -2.972 -0.63
Cl 6.917 -0.424 -1.450 0.61
H 8.138 0.472 -3.906 0.07
H 6.785 1.252 -4.729 0.07
H 5.914 -0.685 -3.553 0.08
H 5.323 0.754 -2.725 0.08
```